# 1
The following is a quantum chemistry calculation of C30H28N7S3V as an isolated structure, from the OMol25 dataset.

Computed properties:
ΔE to the lowest compared entry with this formula, charge and spin: 0.0171 eV
Orbital gap (alpha / beta): 5.53 / 5.53 eV
HOMO energy (alpha / beta): -13.95 / -13.95 eV
Energy: -100172.389 eV

```
! RIJCOSX wB97M-V def2-TZVPD def2/J DEFGRID3
* xyz 2 1
H -2.0394 2.6398 2.4022
H -0.0861 -4.1434 -1.7506
H -2.5884 2.3533 -1.8593
H 1.2980 0.3558 5.4194
H -0.1652 -0.8621 3.8283
N -0.2684 -2.1908 -0.9222
C 2.5489 1.1003 -1.6897
H -1.6778 -2.6632 -2.4556
N 3.2278 1.0850 -5.0532
C -1.1060 1.1425 -0.9459
H -0.2271 -3.0343 3.5702
H -0.6899 -1.2511 -2.7697
C 1.4069 -1.0858 2.3574
H 4.5805 0.1401 2.6835
H 3.6242 0.8538 4.8367
H -2.8102 5.7977 -1.4359
C 0.5646 -3.3150 -1.4700
C 3.3203 -2.7736 0.7223
V 1.2503 -0.5382 0.0108
C -0.9744 -2.7419 0.2231
C -0.8123 1.2914 1.3125
H -5.7812 2.6895 -1.2845
H -6.3414 3.2465 -3.6445
C -2.1189 2.0728 -0.9277
H -2.2483 -4.4362 3.4543
N -4.9325 4.7319 -3.7968
H -0.2507 1.0016 2.1875
C -3.5868 5.1996 -1.8920
H 3.4740 -3.0870 -0.3089
C 3.7839 3.0923 -2.2073
H -0.7863 0.7363 -1.8926
C 3.1867 1.8707 -2.6122
S 1.7733 -0.4122 -2.1177
H 4.5141 0.3275 0.3810
H -2.6461 -3.7083 -0.7383
H 1.2613 -3.6593 -0.7096
H -3.4519 -4.7268 1.3359
C -2.1090 -3.5263 0.1811
C 4.4761 -0.7517 0.2805
C -1.2230 -1.7883 -1.9897
C -0.7568 -3.1533 2.6330
C -4.2255 4.1846 -1.1962
N 4.2324 4.0732 -1.8133
C 2.7589 -0.8110 2.0351
C -5.5572 3.7816 -3.1234
H 4.5855 -1.0200 -0.7694
H -3.5173 6.2151 -3.7941
N 3.1794 -1.2863 0.7490
C -1.8114 2.2269 1.4292
C 1.6831 0.0250 4.4650
H 5.3001 -1.1981 0.8408
C 3.5527 -0.0878 2.9219
C 3.2399 1.4589 -3.9675
C -1.8852 -3.9441 2.5629
N 0.7106 -1.6726 1.3421
S 2.3360 1.5041 -0.0158
C -2.5072 2.6497 0.2900
H -2.0054 -1.1636 -1.5683
C -2.5631 -4.1110 1.3620
C -5.2403 3.4654 -1.8083
H 2.4434 -3.2620 1.1363
S -3.7479 3.8447 0.4941
H 1.1089 -2.9812 -2.3521
H 4.1916 -3.0639 1.3118
N -0.4497 0.7254 0.1534
C 3.0113 0.3125 4.1294
C -3.9843 5.4339 -3.2070
C 0.8719 -0.6582 3.5916
C -0.3241 -2.5209 1.4552
*
```


# 2
The following is a quantum chemistry calculation of a 6-piece molecular cluster, C30H28O18 overall, from the OMol25 dataset.

Computed properties:
ΔE to the lowest compared entry with this formula, charge and spin: 2.7662 eV
Orbital gap: 5.49 eV
HOMO energy: -8.25 eV
SMILES: O=C1C=C(O)C(=O)C=C1O.O=C1C=C(O)C(=O)C=C1O.O=C1C=C(O)C(=O)C=C1O.O=C1C=C(O)C(=O)C=C1O.CC(C)=O.CC(C)=O
Energy: -68400.257 eV

```
! RIJCOSX wB97M-V def2-TZVPD def2/J DEFGRID3
* xyz 0 1
H -1.8651 8.5703 2.8506
H 2.3821 -1.7197 0.2461
H 2.8059 -5.5711 -0.1590
O 2.6916 -2.6250 -1.7723
H 0.7062 1.3906 7.0301
O 0.9090 -2.3993 -3.7175
C 0.1735 0.7276 5.2794
C -1.4412 6.0381 0.8155
C 3.5483 -4.8946 0.3105
C 0.5151 -0.2477 -0.0234
H -0.9394 -0.2680 -3.3739
C 0.1599 0.5636 6.7590
H -0.3859 -5.0434 -0.5987
H 0.8794 -4.6324 -1.2235
C -0.4268 0.1511 -1.1651
H 6.2248 -2.4584 1.5414
O 0.3057 0.3241 1.1623
H -1.0238 4.7585 4.5556
C -5.0518 3.8372 -3.1983
H -0.5252 0.9369 1.0580
O -1.3003 1.0187 -0.9928
O 4.0448 -2.0738 2.6413
O -1.7343 1.6796 -4.9837
C 1.6212 -1.2690 -0.4224
C -1.4709 6.9656 2.0701
H 0.1379 -0.3855 3.5318
C -0.2303 -0.4150 -2.4841
C -0.3084 -5.5123 -2.7376
C -0.6267 4.1539 2.2224
C 3.2306 -3.9012 1.5037
H -2.1101 -4.8721 -3.3158
O -6.0068 4.4242 -2.6973
H 1.7493 -2.9085 -3.5761
O 1.9345 -3.7609 2.0354
H -0.5430 -3.6313 -1.4999
H 1.5186 -4.6436 1.8212
H -0.8285 0.6050 6.9095
H 1.7051 -0.4251 4.1657
O -0.2838 1.7640 4.7549
H -0.7051 2.6080 3.4634
H -1.4453 -6.1791 -4.3781
O 7.0169 -3.9597 -0.5500
C 4.7631 -4.8706 -0.3381
O 0.7088 -5.8365 -3.3599
C -5.1360 3.1740 -4.5015
H 6.7690 -4.4458 -1.2991
C -3.9507 2.4065 -5.1483
C -0.2203 -4.6029 -1.5399
C -0.8785 5.0226 3.4995
O -3.6019 3.9385 -1.1905
H -1.4777 6.4591 -0.1023
H 0.3494 -0.5058 7.1132
O -4.0630 1.7488 -6.3892
C -1.6693 -5.8993 -3.4521
C -1.2775 6.4583 3.4158
C -1.0187 4.7085 0.9442
C -2.4877 3.0199 -3.2394
H -1.5978 3.0196 -2.5142
C 0.6686 -0.4460 4.4813
H 0.9036 -1.4517 5.2121
O 5.1521 -5.7755 -1.0926
C 5.7705 -3.9467 0.0514
H -3.2495 1.4188 -6.5824
C 4.2858 -2.8464 1.8415
H -6.1569 3.1466 -5.0019
C 1.8076 -1.8988 -1.5942
O -1.4639 7.1444 4.4675
O -1.6839 8.3390 1.9177
C 0.9501 -1.5341 -2.6788
O -1.0931 3.9551 -0.0540
H -2.8338 4.0411 -0.5440
C -3.7248 3.7555 -2.5434
C 5.5404 -3.0324 1.1769
H -2.0755 -6.5736 -2.7118
C -2.6177 2.3554 -4.5294
O -0.3989 2.8346 2.4277
*
```


# 3
The following is a quantum chemistry calculation of C30H29AgGe2N as an isolated structure, from the OMol25 dataset.

Computed properties:
Orbital gap (alpha / beta): 7.12 / 5.87 eV
HOMO energy (alpha / beta): -7.61 / -7.55 eV
Energy: -150100.387 eV

```
! RIJCOSX wB97M-V def2-TZVPD def2/J DEFGRID3
* xyz 0 2
H 3.6233 0.9049 -2.3047
C -3.6638 -2.6703 -2.8595
C 0.6907 2.0461 5.2363
H -3.6256 -1.8704 -3.6000
H 1.5124 2.6126 5.6544
C 1.8561 1.9796 2.9993
H -0.3873 2.0501 7.0855
C -0.3516 0.8931 3.4255
C -1.2935 1.2715 -4.2443
C 2.7237 1.1018 -0.3958
H -2.2511 -0.0052 3.8220
C 1.2129 -2.5252 -0.2453
C -0.3836 1.7259 6.0536
H -2.9396 -3.4408 -3.1256
H 5.5427 2.3888 -1.7628
C 4.7835 2.2017 -1.0150
H -1.5753 -0.7418 -3.5926
C -1.4259 0.5714 4.2203
H 2.8000 -4.8805 -2.0986
H -2.7924 -4.2687 -0.0641
C 3.9062 3.1177 2.4879
N 1.8295 1.4367 1.8040
H -5.8040 -1.1811 -0.8169
H -2.2908 0.7409 6.1771
C -4.8249 -0.7101 -0.7048
H -0.9687 3.3609 -4.6244
C -0.7948 2.8814 -2.5367
H -4.7438 -0.3039 0.3049
C 2.9112 2.8499 3.3758
H 2.9226 3.3091 4.3535
H 4.7188 3.7830 2.7592
C 2.0596 -4.1426 -1.8146
H 1.8839 0.4559 -0.6275
C 3.6924 1.3551 -1.3227
H -0.6956 2.1367 -0.5383
H 5.7087 3.4332 0.4599
H -0.5762 3.8998 -2.2367
C -1.3570 0.2737 -3.2803
Ge -3.3882 -1.9974 -1.0441
H -3.4471 -3.2165 1.1981
C 2.8053 1.6934 0.8877
C 0.7223 1.6398 3.9038
Ge -1.2716 -0.8987 -0.5544
C 3.8869 2.5402 1.1960
H 3.0037 -3.6740 0.0546
C 4.8783 2.7812 0.2166
C -1.0126 2.5811 -3.8736
C 0.1272 -2.2298 -1.0740
H -4.7531 0.1182 -1.4130
Ag -0.1080 0.2453 1.3926
C -3.5668 -3.5320 0.1603
C -1.1386 0.5498 -1.9253
H -1.4663 1.0308 -5.2868
H -4.5436 -4.0076 0.0474
H -0.7923 -2.7305 -2.9556
C 2.1717 -3.4670 -0.6077
H 0.8896 -4.3976 -3.5954
C -0.8596 1.8741 -1.5773
H 1.3178 -2.0229 0.7096
H -4.6625 -3.1126 -2.8778
C 0.0354 -2.9287 -2.2833
C 0.9863 -3.8710 -2.6532
C -1.4468 0.9914 5.5469
*
```


> What is the energy in the first record?

-100172.389 eV


> Number 1 is which compound?

C30H28N7S3V